[1]
Here is C11H8ClINO3Ti as an isolated structure in a non-equilibrium geometry from OMol25. Energies are from ωB97M-V/def2-TZVPD.

Values from the calculation:
**Gap between HOMO and LUMO (alpha / beta)**: 6.163 / 6.207 eV
**HOMO energy (alpha / beta)**: -0.2435 / -0.2455 Ha
**Spin multiplicity**: 2

```
26
Properties=species:S:1:pos:R:3:forces:R:3
Ti 0.000000 0.000000 0.000000 0.318 2.121 -3.121
Cl -1.381894 -0.468770 6.573307 0.071 -0.294 -0.015
C -1.130172 0.050918 4.933945 -0.289 1.057 0.133
C -1.376278 1.384916 4.662039 0.245 -0.941 -0.103
C -1.191712 1.860064 3.364270 0.105 0.321 -0.753
I -1.615097 3.945555 3.109639 0.266 -0.974 -0.226
C -0.758237 1.042905 2.283611 -0.749 1.253 2.124
O -0.594356 1.500546 1.094908 -0.114 0.075 -0.798
C -0.514428 -0.327200 2.602396 -0.082 -0.654 1.302
N -0.098540 -1.168915 1.624309 0.043 -1.727 0.989
C 0.140688 -2.465243 1.888225 -0.063 1.413 -1.424
C -0.011058 -3.028466 3.130843 -0.409 0.550 1.315
C -0.435070 -2.197442 4.155644 0.214 -0.647 -0.279
C -0.698315 -0.825981 3.921223 0.035 -0.397 0.320
H -1.708663 2.050937 5.450554 0.054 -0.126 -0.102
H 0.468636 -3.047650 1.034189 0.002 -0.019 0.053
H 0.192926 -4.077502 3.298565 -0.005 0.075 -0.014
H -0.559827 -2.628309 5.144503 -0.052 0.298 -0.055
C -3.881357 -1.490393 0.257547 -2.475 -0.964 0.506
O -2.530023 -1.170051 0.547453 -2.051 1.056 -3.196
C -2.017411 -0.465399 -0.457306 3.830 -4.176 8.766
O -1.578209 0.156255 -1.352338 -0.039 3.003 -5.425
H -4.282638 -2.068804 1.095214 0.075 0.062 -0.063
H -3.955036 -2.105024 -0.646972 0.112 0.171 0.149
H -4.486622 -0.583061 0.149228 0.206 -0.141 -0.010
H 1.675166 0.386446 0.379726 0.753 -0.395 -0.072
```
Positions in Å, forces in eV/Å.

***

[2]
Here is a 2-piece molecular cluster, C2HO4P overall in a non-equilibrium geometry from OMol25. Energies are from ωB97M-V/def2-TZVPD.

Values from the calculation:
**Structure (SMILES)**: O=CP=O.O=C=O
**Gap between HOMO and LUMO**: 8.664 eV
**HOMO energy**: -0.3380 Ha
**Energy above the lowest of the compared OMol25 structures with the same formula, charge and spin**: 46.1 kJ/mol

```
8
Properties=species:S:1:pos:R:3:forces:R:3
O 1.007400 -1.631478 -0.168083 0.397 1.311 0.032
C 1.412493 -0.515076 0.066506 -1.500 -2.117 0.871
P 0.955753 1.177333 0.479379 -0.820 -0.010 1.932
O 0.956057 1.646446 -0.888910 -0.117 1.644 -2.354
H 2.444705 -0.213293 0.116841 2.383 -0.705 -0.524
O -3.206811 -0.554717 -0.360399 -0.571 0.012 -0.829
C -2.240993 -0.126554 0.088832 -2.431 -1.479 -0.555
O -1.328603 0.217342 0.665833 2.659 1.344 1.428
```
Positions in Å, forces in eV/Å.

***

[3]
Here is an isolated ion of composition C8H18NOS and charge +1 in a non-equilibrium geometry from OMol25. Energies are from ωB97M-V/def2-TZVPD.

Values from the calculation:
**Charge**: +1
**Structure (SMILES)**: C=[SH](=C)[C@H]1O[C@@H]1[C@H](C)[NH+](C)C
**Gap between HOMO and LUMO**: 7.951 eV
**HOMO energy**: -0.3936 Ha
**Energy above the lowest of the compared OMol25 structures with the same formula, charge and spin**: 590.8 kJ/mol

```
29
Properties=species:S:1:pos:R:3:forces:R:3
C 2.126474 2.732529 -1.462552 0.306 -0.982 0.289
S 2.630748 1.149719 -1.519866 -0.183 -0.102 -0.259
C 3.705987 0.902974 -2.735761 -0.877 -0.075 0.782
C 0.907377 0.300911 -1.251527 0.574 1.195 -0.389
O 0.960260 -0.892751 -0.532674 0.454 -1.249 0.037
C 0.364601 0.213614 0.104454 -0.311 0.625 0.260
C -1.130136 0.042421 0.357059 0.205 0.548 -0.233
C -1.650492 1.010502 1.402735 -0.017 -0.193 -0.102
N -1.337324 -1.411594 0.707211 0.362 -0.158 -0.370
C -0.929646 -1.751826 2.081769 0.273 -0.190 0.698
C -2.702935 -1.882524 0.432040 -0.763 -0.245 -0.205
H 1.438820 2.947259 -0.663186 -0.352 -0.010 0.034
H 2.933108 3.430362 -1.594008 0.254 0.098 -0.073
H 3.179153 0.292659 -0.512946 -0.198 0.540 -0.566
H 4.123028 -0.081816 -2.799762 0.299 -0.251 0.178
H 3.513881 1.450135 -3.637775 -0.152 0.203 -0.177
H 0.247818 0.328341 -2.111141 0.044 0.032 -0.138
H 0.942471 0.645025 0.917012 0.033 -0.040 0.101
H -1.670757 0.201195 -0.582484 0.062 -0.195 0.122
H -1.080462 0.963266 2.326249 0.053 -0.007 0.084
H -2.701106 0.837517 1.618397 -0.111 0.032 0.056
H -1.560111 2.019924 1.008993 0.012 0.058 -0.051
H -0.676161 -1.895817 0.072220 -0.265 0.110 0.147
H -1.613062 -1.301939 2.798455 -0.018 0.032 -0.110
H -0.949167 -2.832337 2.211827 -0.041 0.027 -0.127
H 0.082433 -1.401591 2.270991 -0.004 0.057 -0.075
H -3.411114 -1.368264 1.079202 0.105 0.039 0.023
H -2.971133 -1.695652 -0.606169 0.139 0.062 0.018
H -2.772552 -2.952243 0.621240 0.119 0.039 0.045
```
Positions in Å, forces in eV/Å.

***

[4]
Here is a 3-piece molecular cluster, C3H3NO2 overall in a non-equilibrium geometry from OMol25. Energies are from ωB97M-V/def2-TZVPD.

Values from the calculation:
**Gap between HOMO and LUMO**: 10.929 eV
**HOMO energy**: -0.4059 Ha
**Energy above the lowest of the compared OMol25 structures with the same formula, charge and spin**: 282.9 kJ/mol

```
9
Properties=species:S:1:pos:R:3:forces:R:3
C -1.638715 0.094391 0.211931 -0.037 0.347 -0.165
O -1.120306 0.976071 -0.424476 -0.584 -0.311 0.373
C 1.231998 0.702238 -1.272132 0.742 1.270 -0.726
O 1.682981 1.731042 -1.424791 -0.413 -0.983 0.182
C 1.308350 -1.082092 0.698205 1.046 -0.298 0.497
N 2.433629 -1.082934 0.949466 -1.008 -0.055 -0.118
H 0.262733 -1.096518 0.482944 0.310 -0.111 0.027
H -1.565314 0.056423 1.316212 -0.050 0.045 -0.071
H -2.191999 -0.731179 -0.274395 -0.007 0.096 0.001
```
Positions in Å, forces in eV/Å.

***

[5]
Here is C4H6O2 as an isolated structure in a non-equilibrium geometry from OMol25. Energies are from ωB97M-V/def2-TZVPD.

Values from the calculation:
**Gap between HOMO and LUMO**: 10.651 eV
**HOMO energy**: -0.3725 Ha
**Energy above the lowest of the compared OMol25 structures with the same formula, charge and spin**: 404.1 kJ/mol

```
12
Properties=species:S:1:pos:R:3:forces:R:3
C 4.329341 -0.498946 -0.209740 -0.417 -1.781 -0.201
C 4.816832 0.575107 -0.049417 0.051 1.082 0.170
C -1.955049 0.114729 -0.024895 -1.000 3.183 1.051
C -0.838344 -0.777814 0.571691 -1.272 0.364 1.937
H 3.960810 -1.520493 -0.343254 0.326 1.086 0.110
H 5.141897 1.585661 0.106867 0.031 -0.391 -0.078
H -3.795082 0.078244 -0.686218 3.371 -1.712 0.724
H 0.052449 -0.072130 0.797796 -1.375 -1.664 -0.383
H -1.540352 -0.923719 1.752158 2.688 -0.143 -3.584
H -0.600560 -1.812767 -0.036803 -0.781 2.887 1.870
O -2.221755 1.322182 0.092147 2.758 -0.989 0.531
O -2.945225 -0.548839 -0.506695 -4.381 -1.920 -2.146
```
Positions in Å, forces in eV/Å.

***

[6]
Here is C5H9N2OS as an isolated structure in a non-equilibrium geometry from OMol25. Energies are from ωB97M-V/def2-TZVPD.

Values from the calculation:
**Charge**: +1
**Gap between HOMO and LUMO**: 8.117 eV
**HOMO energy**: -0.4938 Ha
**Energy above the lowest of the compared OMol25 structures with the same formula, charge and spin**: 378.2 kJ/mol

```
18
Properties=species:S:1:pos:R:3:forces:R:3
C -2.560668 0.510528 0.603652 0.612 -0.449 -3.189
C 1.105944 0.935796 -0.288687 -1.682 -2.447 0.185
C 0.267220 -0.108271 -0.079174 -0.369 -0.631 -0.325
C 0.783193 2.366628 -0.133621 -0.436 -0.911 3.016
C 0.033596 -2.569161 0.246804 0.198 -0.300 0.645
N -1.335785 0.443404 0.862603 -0.875 0.691 0.666
N 0.109407 -1.347593 -0.479116 -0.528 0.867 -1.984
O 2.306481 0.569039 -0.747212 0.584 1.875 -0.154
S -3.791510 0.457063 -0.375976 0.741 0.037 1.842
H 0.199021 2.592497 0.847498 1.749 -0.204 -1.429
H 0.111742 2.668593 -0.841870 -1.899 0.486 -2.196
H 1.656273 2.904678 -0.343351 1.315 1.125 0.539
H 0.415956 -2.340327 1.220357 0.730 -0.747 0.606
H -1.005759 -2.820163 0.387847 -0.431 -0.401 -0.039
H 0.539531 -3.329278 -0.385061 -0.147 0.203 1.026
H -0.971930 1.020769 1.595765 0.080 0.097 0.808
H -0.344285 -1.587005 -1.374195 0.536 1.359 -0.036
H 2.481567 -0.367202 -0.716271 -0.180 -0.649 0.020
```
Positions in Å, forces in eV/Å.

***

[7]
Here is C33H33As2Br2NOPtS as an isolated structure from OMol25. Energies are from ωB97M-V/def2-TZVPD.

Values from the calculation:
**Gap between HOMO and LUMO (alpha / beta)**: 6.743 / 6.262 eV
**HOMO energy (alpha / beta)**: -0.2482 / -0.2626 Ha
**Spin multiplicity**: 3
**Energy above the lowest of the compared OMol25 structures with the same formula, charge and spin**: 16.0 kJ/mol

```
74
Properties=species:S:1:pos:R:3:forces:R:3
Pt 0.156808 0.205748 0.318879 -0.123 -0.260 -0.268
S 2.449750 0.243637 -0.280959 -0.383 -0.109 0.233
C 3.008583 1.894653 -0.055079 -0.088 -0.012 -0.040
C 4.383724 2.097146 0.103949 -0.045 0.081 -0.005
C 4.896150 3.371851 0.262660 0.035 -0.037 0.014
C 4.049363 4.472922 0.263373 0.015 0.065 0.000
C 2.686975 4.286730 0.098588 -0.081 0.050 -0.040
C 2.157767 3.010073 -0.066995 0.123 -0.043 0.066
As 0.258081 2.681275 -0.236992 0.314 0.061 -0.166
C -0.441027 4.502644 -0.003049 -0.067 -0.182 0.083
C -0.563840 5.376796 -1.077979 0.033 -0.059 -0.027
C -1.018506 6.671160 -0.872010 -0.020 0.028 0.040
C -1.352129 7.096309 0.406503 -0.013 0.042 -0.006
C -1.232489 6.228034 1.481992 -0.015 0.028 0.016
C -0.781997 4.932646 1.275488 0.033 -0.122 -0.019
C 0.018841 2.465948 -2.155486 -0.056 0.047 -0.115
C 1.092530 2.311155 -3.023455 0.035 0.049 0.103
C 0.868416 2.071791 -4.371353 -0.009 -0.011 -0.050
C -0.426290 1.986203 -4.860896 0.009 -0.011 -0.022
C -1.503750 2.148005 -4.000826 -0.020 0.012 -0.036
C -1.279996 2.382570 -2.654300 0.045 0.037 0.155
H 5.035654 1.232913 0.105934 0.019 0.012 0.015
H 5.962210 3.508154 0.397463 -0.007 -0.005 -0.018
H 4.447514 5.471394 0.389366 -0.005 -0.008 0.008
H 2.029173 5.147359 0.095759 0.003 0.000 0.007
H -0.296362 5.047312 -2.074019 -0.013 0.019 -0.017
H -1.110259 7.351084 -1.709306 0.005 -0.013 -0.009
H -1.707212 8.106687 0.565237 0.006 -0.009 -0.003
H -1.492795 6.563094 2.477873 0.006 -0.025 0.008
H -0.684128 4.247989 2.111917 -0.014 0.032 0.030
H 2.105504 2.371843 -2.647033 0.022 -0.025 0.005
H 1.710524 1.944959 -5.039566 -0.002 0.001 0.005
H -0.597312 1.789133 -5.911478 0.003 0.012 0.005
H -2.515832 2.087968 -4.380445 -0.002 -0.007 0.018
H -2.119880 2.510400 -1.979812 -0.032 -0.017 -0.082
Br -0.431463 -5.074302 0.093242 -0.107 0.107 -0.012
C -1.778941 -3.742061 0.016458 0.355 0.066 0.000
C -3.113156 -4.134294 0.018619 -0.238 0.159 -0.009
C -4.115732 -3.197363 -0.009986 -0.153 -0.236 -0.013
Br -5.927804 -3.788565 -0.011420 0.137 0.042 0.000
C -3.815246 -1.822857 -0.018843 0.183 0.127 -0.008
C -4.773481 -0.785143 -0.008387 0.038 0.075 -0.018
C -4.369382 0.521209 0.042892 -0.105 -0.134 -0.009
C -2.998174 0.806306 0.080519 0.076 0.003 -0.009
N -2.083766 -0.134130 0.031734 0.247 0.306 0.243
C -2.446300 -1.436518 -0.019404 -0.179 -0.253 0.036
C -1.365587 -2.400117 -0.033339 -0.155 -0.325 -0.023
O -0.143799 -2.042214 -0.067122 0.214 0.358 0.205
H -3.358425 -5.186802 0.046466 0.017 -0.004 -0.004
H -5.822884 -1.043709 -0.036280 -0.016 0.026 0.028
H -5.088145 1.328461 0.064362 0.011 0.011 -0.002
H -2.640406 1.826982 0.164776 -0.006 -0.004 0.005
C 1.699739 2.038800 3.624458 -0.073 -0.084 -0.067
C 1.474101 0.547800 3.860445 -0.086 0.062 -0.134
As 0.001791 -0.121842 2.759150 -0.066 0.078 0.148
C -1.580021 0.770547 3.520188 0.127 -0.100 -0.022
C -1.706616 0.820212 5.039021 0.068 -0.063 -0.107
C -0.163675 -2.018015 3.221334 0.014 0.058 -0.015
C 0.111765 -2.426233 4.664985 -0.028 0.161 -0.076
H 2.554866 2.397594 4.197461 -0.010 0.018 0.019
H 0.824130 2.621052 3.922747 0.022 0.034 0.007
H 1.896585 2.237600 2.568989 0.020 0.016 0.026
H 1.246459 0.339394 4.906919 0.019 -0.043 -0.006
H 2.361701 -0.021701 3.581853 -0.034 -0.056 -0.018
H -2.438974 0.259543 3.078439 0.012 0.028 -0.061
H -1.562708 1.779455 3.101130 -0.011 -0.015 -0.042
H -1.835180 -0.177358 5.458255 -0.001 0.037 0.032
H -2.577679 1.415103 5.317279 0.004 -0.006 0.053
H -0.829419 1.273370 5.503155 -0.019 0.006 0.018
H 0.520811 -2.524633 2.539267 -0.057 0.010 -0.068
H -1.174360 -2.305050 2.921064 0.020 -0.015 -0.071
H 1.104265 -2.110642 4.988332 0.000 -0.034 0.018
H 0.062808 -3.512469 4.744952 0.009 -0.008 0.050
H -0.619761 -2.004398 5.354450 0.039 -0.031 0.023
```
Positions in Å, forces in eV/Å.

***

Question: Number 1 is which compound?
Answer: C11H8ClINO3Ti

***

Question: Which formula does entry 1 have?
Answer: C11H8ClINO3Ti